The following is a DFT calculation (ωB97M-V with the def2-TZVPD basis set) of a 2-piece molecular cluster, C33H36BNO4 overall at a distorted geometry.

Geometry as XYZ:
```
75
Properties=species:S:1:pos:R:3:forces:R:3:lowdin_charge:R:1
C -5.6106 -4.4577 2.2087 -1.4 0.1 0.4 -0.05
C -4.2510 -4.6531 1.7755 1.8 -0.6 -0.7 -0.35
C -3.5718 -5.6486 1.1065 -0.8 0.8 0.6 -0.05
C -2.2290 -5.2159 0.9860 0.5 1.4 0.5 -0.04
C -2.1748 -3.9722 1.5763 -0.3 -0.7 -0.5 -0.11
B -1.1704 -2.7952 1.8925 -3.8 -4.8 -1.4 -1.04
O -1.2777 -2.8147 3.3571 1.2 1.3 0.4 0.06
C -0.3746 -1.8404 3.7673 0.2 0.4 -1.1 -0.13
C 0.2216 -1.2038 2.4378 -0.9 -0.7 -0.3 -0.40
C 1.1779 -0.1772 2.7608 0.0 0.7 0.6 -0.11
C -0.9211 -0.6031 1.5162 0.6 -0.8 0.8 -0.13
O -1.7896 -1.6497 1.2209 1.0 1.0 0.3 0.07
C 0.9967 -2.3529 1.6384 -0.8 0.2 0.2 -0.13
O 0.0504 -3.3278 1.3092 1.4 1.4 0.4 0.06
O -3.3905 -3.6320 2.0701 -1.0 -1.3 -0.6 0.08
H -6.2098 -5.3093 1.9083 -0.2 -0.2 0.0 0.07
H -5.6865 -4.3614 3.2988 0.0 0.0 -0.1 0.08
H -6.0565 -3.5576 1.7676 0.0 -0.1 0.1 0.08
H -3.9772 -6.5650 0.7418 -0.3 -0.4 -0.1 0.08
H -1.3698 -5.6894 0.5360 -0.2 -0.1 0.0 0.09
H -0.8624 -1.0480 4.3670 0.1 0.0 -0.1 0.13
H 0.4428 -2.2881 4.3688 0.1 0.2 -0.1 0.13
H 1.5435 0.1549 1.7871 0.2 0.1 0.2 0.09
H 0.8195 0.6975 3.3106 -0.2 0.0 -0.1 0.12
H 1.8187 -0.7359 3.4373 0.5 0.4 -0.3 0.09
H -1.4224 0.2183 2.0630 0.1 -0.1 -0.1 0.13
H -0.4629 -0.1950 0.5927 0.1 0.1 0.2 0.13
H 1.4615 -1.9633 0.7097 0.0 0.3 0.2 0.12
H 1.7954 -2.8129 2.2566 0.0 0.4 0.1 0.13
C 1.1488 -0.4199 -3.9383 0.3 0.1 0.2 -0.07
C 1.4832 0.9102 -4.2124 0.3 -0.1 0.1 -0.07
C 2.6030 1.4882 -3.6074 0.0 -0.2 0.2 -0.04
C 3.4036 0.7447 -2.7293 -0.3 -0.3 -0.4 -0.23
C 4.5489 1.4386 -2.0250 0.1 0.5 0.2 -0.09
N 4.9034 0.8108 -0.7320 -0.8 -0.5 0.2 -0.07
C 6.2963 0.4274 -0.4517 0.1 -0.6 -0.5 -0.09
C 6.9567 1.1719 0.6854 -0.1 0.0 0.4 -0.22
C 7.6889 0.4487 1.6365 -0.2 0.4 -0.3 -0.04
C 8.3328 1.1162 2.6758 0.1 0.1 0.0 -0.07
C 8.2400 2.5075 2.7833 -0.1 0.0 -0.4 -0.07
C 7.5162 3.2332 1.8236 0.0 -0.3 0.0 -0.07
C 6.8608 2.5625 0.7863 0.2 -0.1 0.2 -0.04
C 3.9256 0.4905 0.1198 1.0 0.8 -0.2 -0.03
C 4.0729 -0.3374 1.2385 -0.6 0.1 0.6 -0.05
C 3.4191 0.0946 2.3963 2.9 1.7 -0.1 -0.05
C 3.9010 -0.1737 3.7704 -0.8 -0.6 0.1 -0.22
C 3.3516 0.5730 4.8369 0.7 0.0 -0.3 -0.02
C 3.9469 0.5303 6.0846 0.2 -0.2 -0.2 -0.06
C 5.0532 -0.3067 6.2770 0.0 -0.5 0.1 -0.06
C 5.4708 -1.1951 5.2716 -0.5 0.3 0.1 -0.06
C 4.8345 -1.1732 4.0273 0.3 0.3 0.4 -0.02
C 3.1224 -0.6121 -2.5369 -0.4 0.1 0.0 -0.04
C 1.9680 -1.1804 -3.0967 0.2 0.2 -0.1 -0.05
H 0.2580 -0.8629 -4.3837 0.2 0.1 0.2 0.11
H 0.8709 1.5026 -4.8928 0.1 -0.2 0.2 0.11
H 2.8699 2.5306 -3.7957 -0.2 -0.2 0.0 0.11
H 5.4577 1.4504 -2.6459 -0.3 0.0 0.3 0.13
H 4.2550 2.4882 -1.8295 0.2 -0.4 -0.2 0.14
H 6.3141 -0.6494 -0.2403 0.1 0.2 -0.1 0.12
H 6.8626 0.5692 -1.3842 -0.2 0.0 0.3 0.14
H 7.7415 -0.6361 1.5443 0.1 0.2 0.1 0.12
H 8.9384 0.5454 3.3845 -0.3 0.2 -0.1 0.11
H 8.7506 3.0341 3.5906 -0.1 -0.2 -0.2 0.11
H 7.4805 4.3221 1.8650 -0.1 -0.3 0.1 0.11
H 6.2761 3.1155 0.0471 0.2 -0.1 0.2 0.11
H 2.9876 1.0409 -0.0141 0.2 -0.2 -0.1 0.17
H 4.7649 -1.1711 1.2219 -0.1 0.1 0.1 0.12
H 3.1233 1.1548 2.3364 -0.5 -0.8 0.0 0.14
H 2.4466 1.1509 4.6761 0.3 0.2 0.0 0.11
H 3.5400 1.1336 6.8941 0.2 -0.2 -0.1 0.11
H 5.5196 -0.3644 7.2637 -0.1 0.1 -0.4 0.11
H 6.2619 -1.9168 5.4540 -0.2 0.1 0.1 0.11
H 5.0329 -1.9295 3.2703 0.3 0.3 0.1 0.12
H 3.7875 -1.2251 -1.9247 -0.3 0.1 -0.1 0.11
H 1.7208 -2.2210 -2.8737 0.1 0.4 -0.1 0.12
```
Positions in Å, forces in eV/Å.

Computed properties:
Energy relative to the best compared isomer or geometry (same formula, charge and spin)   0.00 kJ/mol
HOMO-LUMO gap   3.36 eV
Max |F|   6.25 eV/Å
Net charge   0